C5H13N3O3S | ωB97M-V/def2-TZVPD

For the HOMO energy (spin up / spin down), the calculation gives -7.55 / -8.98 eV. As for the spin multiplicity: 3. The expectation value of S² is 2.01. The total energy comes out at -26837.0182 eV. The HOMO-LUMO gap (spin up / spin down) comes out at 8.248 / 6.280 eV.

Geometry (Å):
C: 1.938 -0.750 0.528
C: 0.170 -0.684 -1.258
C: 0.808 1.366 -0.071
C: -1.719 -0.864 0.950
C: 0.580 -0.108 0.143
N: -2.906 -1.759 -0.665
N: -1.874 -1.920 0.009
N: -0.369 -0.345 1.161
O: -2.534 1.653 0.981
O: -2.649 0.652 -1.342
O: -4.527 0.267 0.282
S: -3.129 0.389 -0.003
H: 2.745 -0.463 -0.170
H: 2.327 -0.264 1.561
H: 1.758 -1.799 0.540
H: 0.073 -1.752 -1.019
H: 0.891 -0.608 -2.028
H: -0.776 -0.241 -1.581
H: -0.115 1.838 -0.240
H: 1.383 1.912 0.597
H: 1.411 1.328 -1.078
H: -1.974 -1.263 1.934
H: -3.009 -2.593 -1.366
H: -3.012 2.389 0.957
H: -0.307 0.221 1.952

Forces on atoms 1 to 3 (eV/Å):
C 0.586 2.432 1.741
C -1.031 -0.917 2.314
C 1.207 -1.163 -3.879



C20H38F9NOS2 | ωB97M-V/def2-TZVPD

As for the total charge: +1. For the HOMO energy (spin up / spin down), the calculation gives -10.25 / -10.91 eV. As for the spin multiplicity: 2. The expectation value of S² is 0.75. The total energy comes out at -71009.1437 eV. The HOMO-LUMO gap (spin up / spin down) comes out at 7.031 / 7.691 eV.

Geometry (Å):
C: 5.441 -2.689 -0.062
C: 5.546 -1.548 -1.206
C: 5.558 -2.221 -2.661
C: 6.840 -0.656 -0.896
S: 6.610 1.164 -1.149
C: 6.706 1.457 -2.999
C: 4.933 1.728 -0.551
C: 3.798 1.633 -1.671
C: 2.482 1.056 -0.926
C: 1.187 1.062 -1.868
C: 1.124 -0.185 -2.864
F: 2.344 -0.916 -2.905
F: 1.060 0.409 -4.163
C: -0.168 -1.084 -2.762
F: -0.134 -2.002 -3.819
F: -1.288 -0.269 -3.024
S: -0.493 -1.984 -1.174
F: 0.993 -1.708 -0.519
F: 0.057 -3.393 -1.902
F: -2.011 -2.388 -1.770
F: -1.215 -0.685 -0.428
F: -0.857 -2.892 0.156
H: 6.423 -3.256 -0.019
H: 5.150 -2.235 0.937
H: 4.608 -3.386 -0.381
H: 4.598 -0.934 -1.105
H: 5.157 -1.510 -3.446
H: 4.880 -3.137 -2.594
H: 6.628 -2.493 -2.919
H: 7.681 -0.990 -1.596
H: 7.120 -0.790 0.204
H: 6.646 2.559 -3.248
H: 5.936 0.837 -3.547
H: 7.746 1.088 -3.293
H: 4.972 2.820 -0.211
H: 4.640 1.139 0.386
H: 4.054 0.853 -2.458
H: 3.499 2.624 -2.128
H: 2.205 1.700 -0.018
H: 2.758 0.036 -0.522
H: 1.257 2.029 -2.478
H: 0.270 1.178 -1.218
C: -4.431 -0.608 0.728
C: -4.105 -0.339 2.221
C: -5.164 -1.018 3.115
C: -6.515 -0.303 3.103
C: -6.348 1.179 3.427
C: -5.305 1.881 2.536
N: -4.015 1.132 2.465
O: -3.370 1.316 3.635
C: -5.884 2.076 1.116
C: -5.110 3.328 3.046
C: -2.750 -1.050 2.442
H: -3.943 -1.516 0.364
H: -5.496 -0.752 0.544
H: -4.075 0.204 0.088
H: -4.805 -1.063 4.149
H: -5.309 -2.056 2.798
H: -7.008 -0.427 2.135
H: -7.176 -0.766 3.842
H: -7.319 1.676 3.330
H: -6.065 1.274 4.481
H: -5.132 2.493 0.440
H: -6.726 2.772 1.134
H: -6.272 1.161 0.672
H: -4.810 3.369 4.095
H: -6.043 3.893 2.974
H: -4.356 3.858 2.456
H: -1.971 -0.607 1.817
H: -2.821 -2.109 2.179
H: -2.418 -1.021 3.482

Forces on atoms 1 to 3 (eV/Å):
C -0.130 0.537 -0.951
C -0.358 -0.619 0.463
C 0.004 0.363 0.895



C5H4N | ωB97M-V/def2-TZVPD

As for the total charge: +1. For the HOMO energy, the calculation gives -15.49 eV. The total energy comes out at -6722.7231 eV. The HOMO-LUMO gap comes out at 7.828 eV. The calculation puts the relative energy (zero: lowest compared OMol25 entry of this formula, charge and spin) at 129.5 kcal per mole.

Geometry (Å):
C: -3.724 0.178 0.074
C: -2.964 1.210 -0.148
C: -1.511 -1.076 -0.031
C: -2.900 -0.792 0.029
C: 0.357 0.510 0.062
N: -0.946 0.100 0.021
H: -0.993 -2.043 0.136
H: 0.961 -0.231 0.286
H: 0.490 0.650 -1.117
H: 0.634 1.492 0.571

Forces on atoms 1 to 3 (eV/Å):
C -1.515 -2.951 0.234
C 0.289 1.797 -0.376
C 3.156 0.583 1.048



C5H8O2 | ωB97M-V/def2-TZVPD

For the HOMO energy, the calculation gives -9.15 eV. The total energy comes out at -9404.9683 eV. The HOMO-LUMO gap comes out at 8.571 eV. The calculation puts the relative energy (zero: lowest compared OMol25 entry of this formula, charge and spin) at 112.2 kcal per mole.

Geometry (Å):
C: -1.629 0.395 -0.388
C: -0.361 0.395 0.437
C: -0.091 -0.966 1.053
O: 0.377 -1.845 0.337
C: 1.806 0.032 0.721
C: 0.965 0.628 -0.379
O: 0.951 0.127 -1.702
H: -2.493 0.168 0.249
H: -1.547 -0.354 -1.179
H: -1.759 1.384 -0.836
H: -0.374 1.142 1.233
H: -0.347 -1.195 2.100
H: 2.497 -0.790 0.453
H: 1.134 1.715 -0.471
H: 0.871 -0.837 -1.629

Forces on atoms 1 to 3 (eV/Å):
C -0.054 0.039 -0.130
C -0.053 -0.035 0.181
C 0.027 -0.033 0.066